# 1
81
Properties=species:S:1:pos:R:3:forces:R:3 method="wB97M-V/def2-TZVPD" energy_ev=-95192.8309 homo_ev="-7.6 / -7.6" homo_lumo_gap_ev="6.036 / 6.035"
W 0.5438 1.1558 -0.2098 0.180 -0.169 0.005
S -1.7908 1.7274 0.3679 -0.084 0.316 -0.135
P -1.8310 -0.3120 0.2600 0.109 -0.089 -0.001
C -0.1412 -0.6989 0.1568 0.069 0.654 0.298
P 0.8328 -1.8828 1.0404 0.142 -0.151 0.098
S 2.1036 -1.1662 2.3315 -0.010 0.166 -0.030
C 1.6582 -2.8342 -0.2680 -0.070 0.056 -0.134
C 1.5502 -2.4953 -1.6119 0.029 0.012 -0.036
C 2.2226 -3.2399 -2.5758 -0.016 -0.007 0.029
C 2.9919 -4.3272 -2.1970 -0.007 0.003 0.001
C 3.1006 -4.6678 -0.8528 0.030 -0.026 0.007
C 2.4427 -3.9232 0.1088 0.004 0.020 0.013
C -0.2707 -3.1070 1.8062 -0.013 -0.126 -0.227
C -0.4412 -3.1264 3.1831 0.030 -0.018 0.048
C -1.2079 -4.1233 3.7690 -0.051 0.021 0.011
C -1.8036 -5.0995 2.9836 -0.018 0.018 -0.011
C -1.6419 -5.0774 1.6044 -0.017 -0.011 0.014
C -0.8755 -4.0839 1.0171 -0.033 0.009 -0.011
C -2.7717 -0.8520 -1.1701 -0.045 -0.061 0.086
C -4.0160 -0.2857 -1.4375 0.009 -0.020 -0.006
C -4.7370 -0.7111 -2.5391 -0.001 -0.004 -0.012
C -4.2173 -1.6962 -3.3713 -0.007 0.010 0.007
C -2.9781 -2.2574 -3.1051 0.000 0.011 0.003
C -2.2507 -1.8337 -2.0020 0.038 -0.039 -0.008
C -2.6674 -0.8942 1.7453 -0.011 -0.062 0.002
C -2.4534 -0.2337 2.9529 0.052 0.057 -0.024
C -3.1161 -0.6579 4.0913 0.014 -0.008 0.028
C -3.9849 -1.7389 4.0279 0.011 -0.036 -0.002
C -4.1840 -2.4071 2.8291 0.019 0.001 0.010
C -3.5255 -1.9879 1.6832 -0.047 0.021 -0.027
H 0.9532 -1.6414 -1.9142 0.022 -0.038 0.014
H 2.1416 -2.9650 -3.6193 0.001 0.005 -0.006
H 3.5139 -4.9091 -2.9455 0.004 -0.003 -0.004
H 3.7091 -5.5118 -0.5553 0.002 -0.009 -0.002
H 2.5430 -4.1730 1.1587 0.001 -0.004 -0.005
H 0.0579 -2.3778 3.7872 -0.015 -0.011 -0.012
H -1.3329 -4.1414 4.8440 -0.002 -0.001 0.008
H -2.3905 -5.8821 3.4472 -0.003 -0.009 0.000
H -2.0973 -5.8424 0.9888 -0.007 -0.009 0.000
H -0.7242 -4.0873 -0.0572 0.000 0.008 0.019
H -4.4095 0.4932 -0.7953 -0.005 0.004 0.003
H -5.6996 -0.2688 -2.7573 -0.004 0.004 -0.002
H -4.7801 -2.0179 -4.2377 0.000 -0.004 -0.003
H -2.5699 -3.0145 -3.7610 0.002 -0.006 -0.004
H -1.2724 -2.2524 -1.7955 -0.024 0.020 -0.004
H -1.7829 0.6166 2.9943 0.004 -0.025 0.000
H -2.9562 -0.1397 5.0272 0.000 -0.001 0.010
H -4.5062 -2.0660 4.9183 -0.004 0.007 0.008
H -4.8536 -3.2555 2.7830 -0.006 -0.008 -0.005
H -3.6928 -2.5019 0.7451 0.019 -0.001 -0.004
O 3.1744 5.2300 -3.8507 0.119 0.065 0.046
C 2.4913 4.5315 -2.9024 0.049 0.001 0.109
C 2.8807 4.4217 -1.6198 -0.058 0.011 -0.054
C 2.0419 3.7372 -0.5830 -0.051 -0.011 0.110
N 0.9188 3.0224 -1.1632 -0.188 -0.234 0.036
C 0.6815 3.0613 -2.4954 0.045 0.138 -0.076
C 1.3379 3.8250 -3.3931 -0.007 -0.059 0.052
C -0.1960 1.9416 -2.9343 -0.063 -0.069 0.035
O -0.8548 1.8625 -3.9268 0.042 0.016 -0.001
O -0.0906 0.9209 -2.0389 -0.131 -0.064 -0.284
C 2.1531 2.5616 1.6411 -0.001 0.029 0.128
O 2.6215 2.8972 2.6826 0.039 0.020 -0.103
O 0.9185 2.0311 1.4886 -0.133 -0.087 0.088
H 3.9454 5.6504 -3.4468 -0.136 -0.079 -0.052
H 3.7911 4.9040 -1.2840 0.008 0.008 -0.001
H 1.1166 3.7764 -4.4475 -0.021 -0.011 -0.008
C 0.3924 5.4610 -0.0945 0.010 -0.003 -0.002
N 1.5080 4.6806 0.4316 0.012 0.033 -0.067
C 2.5121 5.5525 1.0254 0.000 0.005 -0.016
C 2.8297 2.5819 0.2538 0.053 -0.032 0.082
C 4.3338 2.6055 0.2696 -0.011 0.057 0.016
O 2.3832 1.3313 -0.2809 0.122 -0.208 -0.055
H 0.2005 6.2907 0.5843 -0.022 -0.026 0.038
H -0.5079 4.8520 -0.1563 0.012 0.005 -0.033
H 0.6022 5.8792 -1.0893 0.022 0.027 0.016
H 2.0688 6.0434 1.8911 0.009 0.005 0.005
H 2.8763 6.3301 0.3393 -0.006 -0.004 -0.017
H 3.3596 4.9768 1.3898 0.003 0.004 0.003
H 4.6994 3.4509 0.8495 0.000 0.004 -0.005
H 4.7183 2.6733 -0.7472 -0.003 -0.017 -0.007
H 4.7012 1.6914 0.7339 -0.007 0.005 0.011

=====

# 2
188
Properties=species:S:1:pos:R:3:forces:R:3 method="wB97M-V/def2-TZVPD" energy_ev=-85194.9295 homo_ev=-7.9 smiles="CC1(C)CCCC(C)(C)N1O.CC1(C)CCCC(C)(C)N1O.CC1(C)CCCC(C)(C)N1O.CC1(C)CCCC(C)(C)N1O.CC1(C)CCCC(C)(C)N1O.CC1(C)CCCC(C)(C)N1O.NC(N)=O" homo_lumo_gap_ev=8.372
C -13.9824 28.0026 14.9291 0.616 0.635 0.267
C -15.4889 28.0578 14.7381 -0.473 0.084 -0.540
C -16.0933 28.7628 15.9440 -0.081 0.046 0.322
C -17.5612 29.1361 15.7946 -0.208 0.068 0.569
C -17.6661 30.0719 14.6131 -0.287 0.416 -0.110
C -17.1383 29.4312 13.3338 -0.194 -0.408 -0.608
N -15.7820 28.9347 13.5958 0.875 0.917 0.410
O -15.1073 28.4396 12.4371 -0.696 -0.240 -0.041
C -18.0767 28.3372 12.7939 0.319 0.071 -0.631
C -17.0491 30.5156 12.2619 0.389 0.438 -0.175
C -15.9843 26.6270 14.5557 0.823 -0.931 0.271
H -13.7746 27.4671 15.8573 0.165 -0.208 -0.166
H -13.5552 29.0049 15.0507 -0.332 0.084 0.127
H -13.4114 27.6065 14.0908 -0.334 -0.516 0.023
H -15.9337 28.2123 16.8744 0.090 -0.287 -0.194
H -15.5252 29.6928 16.0456 -0.092 0.062 0.115
H -17.8633 29.5970 16.7407 -0.058 0.341 -0.205
H -18.2542 28.2926 15.7179 0.331 -0.231 -0.277
H -17.0965 30.9820 14.8294 0.233 -0.151 -0.047
H -18.6688 30.4510 14.3879 -0.146 -0.342 0.201
H -18.9646 28.7737 12.3335 -0.187 -0.003 0.381
H -17.5576 27.8564 11.9578 0.040 -0.177 0.171
H -18.3314 27.5777 13.5241 -0.217 0.068 0.017
H -16.6086 31.4386 12.6488 0.019 -0.092 0.141
H -16.4205 30.2067 11.4264 -0.208 -0.116 -0.108
H -18.0266 30.7711 11.8537 -0.060 -0.087 0.088
H -15.4447 26.1918 13.7093 -0.296 0.043 -0.185
H -17.0444 26.4214 14.4547 -0.077 0.368 -0.045
H -15.6322 26.0347 15.4093 -0.126 0.083 0.066
H -14.7737 29.2419 12.0247 0.217 -0.040 0.079
C -11.2419 18.5799 9.4267 0.107 -0.196 0.699
C -11.9853 18.5557 8.1013 0.280 -0.134 -1.216
C -11.3326 17.4817 7.2086 0.347 -0.143 -0.311
C -12.1260 17.1712 5.9454 -0.587 0.349 0.460
C -13.5714 16.8019 6.2956 0.204 -1.263 -0.671
C -14.3023 17.7212 7.2611 1.065 1.242 -0.194
N -13.3487 18.0835 8.3339 -0.189 -1.148 0.611
O -14.0398 18.7278 9.3889 0.479 0.562 -0.447
C -14.7854 18.9676 6.4962 -1.353 -0.786 -0.365
C -15.4503 16.9956 7.9176 -1.204 -0.645 -0.215
C -11.8699 19.9146 7.3415 -1.276 0.398 0.857
H -10.9748 17.5557 9.6962 0.085 0.039 -0.011
H -11.8350 18.9364 10.2669 -0.224 0.204 -0.189
H -10.3356 19.1868 9.4145 0.022 -0.089 -0.313
H -10.3499 17.8660 6.9144 0.071 -0.125 0.146
H -11.1848 16.5544 7.7692 -0.046 0.108 0.132
H -11.7149 16.3245 5.3964 0.283 0.125 -0.018
H -12.0962 18.0487 5.2954 -0.073 -0.116 -0.167
H -13.5864 15.7640 6.6577 0.226 0.239 0.557
H -14.1176 16.6515 5.3550 -0.267 0.594 0.111
H -15.2984 19.6522 7.1761 0.376 0.296 -0.074
H -14.0619 19.4323 5.8358 0.294 0.195 0.369
H -15.5771 18.6275 5.8116 0.007 0.036 0.112
H -16.0052 16.3924 7.1859 0.376 -0.061 -0.121
H -15.1055 16.3287 8.7063 0.137 0.032 -0.046
H -16.2476 17.6146 8.3305 0.400 0.435 0.186
H -11.9444 19.8809 6.2585 0.307 -0.334 -0.039
H -11.0103 20.5173 7.6274 0.108 -0.159 -0.011
H -12.7742 20.4765 7.6181 0.271 0.378 0.077
H -14.0144 19.6716 9.1631 -0.257 0.105 0.137
C -9.6508 27.8146 13.6146 -0.172 0.028 0.824
C -9.3952 26.6240 14.5444 1.109 -0.159 0.518
C -8.6375 25.5592 13.7368 -0.841 -0.862 -0.168
C -8.0059 24.4275 14.5431 0.428 1.067 0.729
C -7.1632 24.9916 15.7142 1.515 -0.034 -0.810
C -7.2032 26.5243 15.9508 -0.089 -0.589 -0.184
N -8.5541 26.9671 15.6984 -0.834 0.240 0.856
O -8.9169 28.1992 16.2826 0.270 0.023 -0.164
C -6.7942 26.7782 17.3997 -0.280 0.822 -0.170
C -6.1913 27.2229 15.0274 0.367 0.346 0.001
C -10.6965 26.0696 15.1089 -0.624 0.048 -0.791
H -10.2937 28.5290 14.1319 -0.051 0.052 -0.159
H -10.1589 27.4713 12.7146 0.148 0.099 -0.157
H -8.7037 28.3143 13.4049 -0.033 -0.053 -0.362
H -9.4180 25.0912 13.1259 0.276 0.159 -0.391
H -7.8897 25.9924 13.0754 -0.129 0.231 -0.041
H -7.2879 23.9028 13.9168 -0.470 -0.445 -0.215
H -8.7863 23.7681 14.9152 0.094 -0.196 -0.053
H -6.1055 24.8757 15.4321 -0.105 -0.337 -0.004
H -7.2159 24.3625 16.6025 -0.597 0.406 0.254
H -7.2786 26.0702 18.0656 0.179 -0.053 0.140
H -5.7075 26.7852 17.4691 0.011 -0.484 0.196
H -7.1014 27.7830 17.6934 -0.054 -0.061 0.051
H -6.3826 27.0145 13.9769 -0.043 0.081 -0.023
H -6.2043 28.3076 15.1856 -0.188 -0.008 -0.087
H -5.1574 26.9320 15.2336 -0.095 -0.176 0.063
H -11.2722 26.8166 15.6562 0.295 0.146 0.108
H -10.5331 25.2188 15.7670 0.081 -0.070 -0.087
H -11.3319 25.7861 14.2589 -0.070 -0.232 0.199
H -8.4151 28.8922 15.8236 -0.105 -0.008 -0.062
C -17.9752 24.5312 4.9781 -0.210 1.100 -0.241
C -17.9988 25.1221 3.5632 0.394 -0.455 -0.345
C -17.1788 24.1807 2.6554 -0.404 1.018 -0.248
C -17.4926 24.4488 1.1944 0.196 -0.521 -0.436
C -18.9553 24.4397 0.7731 -0.007 0.088 0.379
C -19.8995 25.1614 1.7554 -0.181 0.452 -0.343
N -19.3739 25.0745 3.1192 -0.680 -0.940 -0.057
O -20.2290 25.7468 4.0422 0.186 0.410 -0.279
C -20.1768 26.5988 1.2685 0.002 0.350 0.859
C -21.2439 24.4006 1.7364 0.223 0.808 -0.079
C -17.3532 26.5260 3.5533 -0.701 0.064 0.712
H -18.5861 23.6324 5.0042 0.475 -0.370 -0.001
H -18.4712 25.2376 5.6458 0.230 -0.035 0.165
H -16.9248 24.4359 5.2517 -0.111 -0.449 0.331
H -16.1476 24.5176 2.7642 0.189 -0.637 0.372
H -17.3112 23.1447 2.9639 0.004 -0.059 -0.151
H -16.9595 23.7169 0.5772 0.031 0.122 -0.020
H -17.0750 25.4233 0.9193 0.011 0.011 0.123
H -19.3881 23.4496 0.6171 0.518 -0.213 -0.014
H -18.9470 24.9583 -0.1877 -0.536 -0.110 -0.056
H -20.4729 27.2024 2.1315 0.115 0.030 -0.033
H -19.2947 27.0591 0.8229 -0.049 0.008 -0.114
H -21.0311 26.6527 0.5938 0.230 -0.156 -0.320
H -21.1069 23.4044 2.1519 -0.156 -0.118 -0.202
H -22.0216 24.9437 2.2817 0.032 -0.082 0.125
H -21.5780 24.4201 0.6985 -0.093 -0.518 0.005
H -16.2683 26.5053 3.4728 0.034 -0.084 -0.036
H -17.6095 26.9561 4.5253 0.124 0.418 -0.178
H -17.7731 27.1668 2.7804 0.081 -0.020 -0.097
H -21.0436 25.2343 4.0128 0.073 -0.123 0.210
C -14.3182 24.8303 7.1986 0.903 0.483 -0.139
C -14.0460 25.1742 8.6680 -0.426 0.195 -0.311
C -15.3354 24.9012 9.4296 -0.956 0.363 1.159
C -15.0830 24.9174 10.9300 1.129 0.768 0.295
C -13.9340 24.0244 11.3996 -1.006 -0.062 0.420
C -12.6576 24.0969 10.5406 -0.149 0.246 1.103
N -13.0247 24.2471 9.1496 -0.691 -1.142 -0.413
O -11.8958 24.1462 8.2965 0.110 0.460 0.237
C -11.7649 25.2279 11.0595 0.859 0.031 -0.076
C -11.9200 22.7871 10.7474 0.299 -1.036 0.135
C -13.7232 26.6695 8.7543 0.951 0.456 -0.128
H -13.4138 25.0141 6.6115 0.031 -0.254 0.019
H -15.0366 25.5161 6.7491 -0.451 -0.289 0.266
H -14.5931 23.7791 7.1306 -0.232 0.045 -0.246
H -16.0486 25.7247 9.2952 0.211 0.045 -0.505
H -15.9005 24.0251 9.0967 0.528 -0.305 -0.030
H -15.9690 24.8344 11.5592 -0.100 -0.429 -0.207
H -14.7165 25.9251 11.1791 -0.301 0.107 -0.196
H -14.2842 22.9981 11.5608 0.148 -0.086 -0.469
H -13.6981 24.3814 12.4078 0.288 -0.168 -0.018
H -11.3906 25.0683 12.0749 -0.486 -0.237 0.117
H -10.8336 25.2183 10.4806 -0.240 0.394 -0.296
H -12.2462 26.2021 11.0304 0.067 0.055 -0.072
H -12.0741 22.3182 11.7263 -0.061 0.648 0.228
H -12.3209 22.0174 10.0910 0.138 0.047 -0.468
H -10.8379 22.8696 10.6314 -0.059 0.000 -0.324
H -13.5329 27.1066 9.7359 -0.490 -0.405 0.238
H -14.5328 27.2330 8.2901 0.121 0.091 -0.093
H -12.7721 26.8793 8.2486 -0.256 -0.094 -0.377
H -12.1373 23.4597 7.6591 0.099 -0.022 0.068
C -18.7501 19.0843 13.4811 -0.357 -0.229 0.925
C -17.7875 20.1146 12.8948 0.622 -0.684 0.211
C -17.7012 19.9704 11.3733 -1.045 0.548 -0.463
C -18.7727 20.7207 10.5850 0.666 0.440 -1.462
C -18.7822 22.1796 11.0280 -0.457 -1.079 -0.067
C -19.0118 22.3052 12.5295 -0.657 1.152 0.105
N -18.0837 21.4916 13.2952 1.044 0.143 -1.146
O -18.3211 21.6010 14.6809 -0.028 -0.167 0.052
C -18.7356 23.7800 12.8743 -0.071 -0.333 0.225
C -20.4719 21.9959 12.8577 -0.256 -0.157 0.950
C -16.3721 19.7396 13.3866 -0.296 -1.584 -0.118
H -18.8866 19.3027 14.5443 -0.146 0.160 -0.096
H -18.3466 18.0682 13.4965 0.151 0.095 -0.466
H -19.7421 19.0471 13.0292 0.089 0.140 -0.203
H -16.7490 20.3867 11.0344 0.096 -0.205 0.029
H -17.7821 18.9232 11.0816 0.462 -0.131 0.315
H -19.7489 20.2611 10.4128 -0.127 -0.099 1.026
H -18.4197 20.7261 9.5399 0.099 0.015 0.119
H -19.5959 22.7048 10.5244 0.116 0.222 0.020
H -17.8299 22.6108 10.7119 0.033 0.194 0.244
H -18.6959 23.8471 13.9614 0.086 0.414 -0.052
H -17.8027 24.0928 12.4080 0.163 0.003 0.286
H -19.5162 24.4398 12.4932 -0.103 -0.089 0.044
H -20.7584 20.9920 12.5440 -0.224 0.215 -0.458
H -20.6458 21.9808 13.9401 0.365 0.073 -0.005
H -21.1310 22.7940 12.5145 -0.102 -0.320 -0.512
H -16.1183 18.8129 12.8499 0.049 0.155 -0.093
H -16.3735 19.3677 14.4153 0.145 0.745 0.225
H -15.5708 20.4301 13.1375 -0.217 0.414 0.283
H -17.4986 21.9784 15.0107 -0.041 0.005 0.061
C -10.1602 23.7958 5.4712 1.068 -0.409 -0.436
O -10.9101 22.8414 5.3201 -0.209 0.564 0.590
N -9.9169 24.6968 4.4521 -0.453 -0.167 0.639
N -9.3721 23.9982 6.5796 0.039 -0.024 0.030
H -10.4142 24.5204 3.6004 0.149 0.033 -0.149
H -9.0905 25.2623 4.4605 -0.035 0.086 -0.174
H -9.4571 23.4330 7.4036 -0.410 -0.222 -0.150
H -8.7571 24.7834 6.6891 -0.211 0.170 -0.246